No. 1
The following is a DFT calculation (the ωB97M-V functional and the def2-TZVPD basis) of a cluster of 2 separate species, C9H14 in total in a non-equilibrium geometry.

```
23
Properties=species:S:1:pos:R:3:forces:R:3:lowdin_charge:R:1
C 3.20093 -0.88240 -0.24172 -0.53 0.56 0.35 -0.050
C 2.00499 -0.63364 0.64891 -1.09 0.16 -0.31 -0.275
C 1.92778 -0.91421 1.99728 0.15 -0.62 0.30 -0.066
C 0.78860 -0.64611 2.77365 1.25 -0.59 -1.07 -0.091
C -0.27990 -0.01036 2.18594 -0.59 0.19 0.86 -0.096
C -0.23911 0.33092 0.83344 0.28 -0.59 0.14 -0.089
C 0.82473 -0.10174 0.07263 1.27 1.14 0.02 -0.056
H 4.10637 -1.12899 0.30507 -0.10 -0.47 0.06 0.073
H 3.43828 0.04517 -0.76735 -0.10 -0.09 -0.19 0.078
H 2.88911 -1.63198 -0.96356 0.51 -0.19 -0.17 0.081
H 2.71947 -1.47731 2.48056 0.26 0.26 -0.05 0.105
H 0.87338 -1.04695 3.77369 -0.69 0.42 0.25 0.100
H -1.12585 0.18980 2.83585 -0.15 0.27 -0.35 0.100
H -0.97779 0.92216 0.31723 -0.42 -0.11 0.32 0.074
H 0.85576 0.24326 -0.95726 0.01 -0.33 -0.12 0.110
C -2.49927 1.55949 -2.17000 0.77 -0.59 0.02 -0.163
C -2.69613 0.08952 -1.74403 -1.60 1.15 0.98 -0.169
H -2.34640 1.68781 -3.23907 -0.26 0.09 -0.09 0.058
H -3.33231 2.15286 -1.79997 -0.18 0.00 -0.30 0.064
H -1.61827 1.98403 -1.68151 0.11 -0.07 -0.06 0.046
H -2.81565 0.17912 -0.66100 0.50 -0.59 0.16 0.046
H -1.98649 -0.68114 -2.00329 0.38 0.17 -0.18 0.060
H -3.71223 -0.22931 -1.99549 0.21 -0.19 -0.58 0.059
```
Forces are in eV/Å.

The calculation puts the energy relative to the best compared isomer or geometry (same formula, charge and spin) at 13.81 kcal per mole. As for the SMILES: Cc1ccccc1.CC.

No. 2
The following is a DFT calculation (the ωB97M-V functional and the def2-TZVPD basis) of the molecule C3H4Cl2O in a non-equilibrium geometry.

```
10
Properties=species:S:1:pos:R:3:forces:R:3:lowdin_charge:R:1
O 0.75525 0.38733 -1.76545 0.94 1.28 1.17 -0.022
C 0.06457 -0.64413 -1.21456 -0.64 -1.65 -0.10 -0.450
C 0.19476 -1.16995 0.20452 -0.28 0.81 -0.21 -0.615
Cl 1.35984 -0.38242 1.26712 -0.43 -0.19 -0.18 0.627
C -1.08460 -0.44917 -0.26321 0.35 0.15 0.18 -0.630
Cl -1.36863 1.21632 0.18613 -0.08 -0.07 0.24 0.647
H 1.06299 0.99861 -1.04096 -0.43 -0.78 -1.01 0.092
H -0.06338 -1.44255 -1.93796 -0.04 0.14 -0.11 0.148
H 0.06841 -2.23349 0.38498 0.29 0.21 -0.02 0.101
H -2.00905 -1.01794 -0.34818 0.32 0.10 0.03 0.101
```
Forces are in eV/Å.

The calculation puts the energy relative to the best compared isomer or geometry (same formula, charge and spin) at 30.44 kcal per mole. As for the SMILES: O[C@H]1[C@@H](Cl)[C@H]1Cl.

No. 3
The following is a DFT calculation (the ωB97M-V functional and the def2-TZVPD basis) of a structure of composition C19H19ClMoN4O2 in a non-equilibrium geometry.

```
46
Properties=species:S:1:pos:R:3:forces:R:3:lowdin_charge:R:1
N 0.40635 1.77798 -0.39111 0.14 0.82 0.85 0.053
C 0.52110 2.92493 -0.26878 -0.41 -1.18 -0.11 -0.125
C 0.62857 4.35392 -0.18587 0.03 -0.14 -0.33 0.052
H -0.38487 4.77609 -0.25283 0.28 0.11 0.04 0.141
H 1.25738 4.65918 -1.03842 -0.19 0.29 0.32 0.135
H 1.10380 4.59892 0.76130 0.05 0.32 0.11 0.126
N 2.16917 -1.44208 -0.76758 4.11 -2.80 0.16 -0.123
C 3.13649 -2.06331 -0.82300 0.18 -0.16 0.32 -0.050
C 4.32025 -2.83136 -0.89959 0.02 -0.08 -0.29 0.075
H 4.95939 -2.32738 -1.64839 0.14 -0.51 0.24 0.151
H 4.00453 -3.84976 -1.19078 0.50 0.14 0.00 0.154
H 4.77593 -2.82860 0.09518 0.29 -0.16 -0.02 0.148
N -1.47650 -1.14853 -0.42869 -0.82 -0.53 1.34 0.048
C -2.48277 -1.69509 -0.26366 0.56 0.51 -0.45 -0.129
C -3.75709 -2.36820 -0.21275 0.33 0.09 -0.06 0.047
H -3.66818 -3.17005 0.51910 -0.28 -0.19 0.03 0.128
H -3.93967 -2.76975 -1.22272 -0.24 0.02 0.37 0.133
H -4.51335 -1.63920 0.09266 -0.14 -0.18 -0.07 0.134
Mo 0.64531 -0.42754 -0.85727 -4.60 3.89 3.94 1.631
C 0.53016 -2.03868 1.16913 -0.22 0.42 -0.69 -0.068
O 0.47682 -2.90042 1.86712 -0.01 -0.44 0.57 0.244
C 2.04226 0.33796 1.18019 0.14 0.23 -0.36 -0.051
O 2.79598 0.74905 1.89602 -0.35 -0.21 -0.10 0.245
C 0.98696 1.01349 -2.69412 1.04 0.51 -1.94 -0.084
C -0.41408 1.07752 -2.57881 -1.03 0.74 -1.55 -0.054
C -1.16858 -0.08662 -2.58282 -0.98 0.63 -1.43 -0.055
C -0.53655 -1.33842 -2.69897 -0.07 -1.12 -2.04 -0.082
C 0.84841 -1.40700 -2.83006 -0.25 -1.56 -2.41 -0.139
C 1.61638 -0.22249 -2.82989 1.28 0.89 -2.37 -0.138
H 1.54737 1.92727 -3.01345 -0.32 -0.72 1.01 0.191
H -0.93979 2.04370 -2.78956 0.53 -0.78 0.87 0.190
H -2.26351 -0.00194 -2.79424 0.88 -0.18 0.89 0.190
H -1.14033 -2.22473 -3.01721 0.52 0.60 1.01 0.192
H 1.29629 -2.34729 -3.24255 -0.33 0.73 0.98 0.192
H 2.65382 -0.24682 -3.24627 -0.74 0.00 0.97 0.191
Cl -0.63919 3.64043 4.35773 0.03 -0.16 -0.26 0.796
C -1.07079 2.10909 3.71478 0.52 -0.06 -0.32 -0.610
C -2.09886 1.37927 4.30013 0.00 -0.65 -0.21 -0.024
C -2.37252 0.13544 3.73935 0.67 -0.12 -0.77 0.019
C -1.57957 -0.30512 2.63565 -2.27 -1.16 1.30 -0.156
N -0.60117 0.39469 2.09965 0.09 -0.19 -0.63 0.012
C -0.34699 1.58151 2.61442 -0.71 1.47 1.45 -0.186
H -2.64858 1.74115 5.16915 0.14 0.05 -0.27 0.146
H -3.18598 -0.49288 4.12677 0.50 0.24 -0.24 0.140
H -1.89454 -1.29600 2.22538 0.73 0.90 0.20 0.098
H 0.40072 2.24769 2.20567 0.25 -0.31 -0.07 0.074
```
Forces are in eV/Å.

The spin multiplicity is 3. The energy is -1631.4791 Ha. As for the total charge: +4.

No. 4
The following is a DFT calculation (the ωB97M-V functional and the def2-TZVPD basis) of the molecule C5H6O2S in a non-equilibrium geometry.

```
14
Properties=species:S:1:pos:R:3:forces:R:3:lowdin_charge:R:1
C -3.21459 -0.94842 0.08954 0.17 -2.86 -0.55 -0.054
O -2.11022 -0.06397 -0.00161 -0.37 0.17 0.44 -0.064
C -0.95308 -0.66012 -0.14915 -1.76 -1.17 0.88 -0.132
C 0.22440 -0.07786 -0.10753 -0.71 4.26 -0.68 -0.282
C 0.11676 1.50411 -0.17322 0.81 1.00 1.41 -0.143
O -0.85654 2.18678 0.17652 2.53 -2.04 -1.25 0.033
C 1.36967 -0.86149 -0.01014 3.40 -1.86 1.36 -0.619
S 2.98458 -0.33453 0.05919 -2.46 -0.75 -0.28 0.586
H -3.40359 -1.54793 1.08458 0.77 1.64 -1.65 0.140
H -3.07429 -1.70820 -0.74414 -0.25 0.47 1.09 0.108
H -4.06028 -0.40602 -0.22879 -1.07 0.77 0.22 0.073
H -1.04190 -1.71636 -0.20871 0.20 -1.13 -0.10 0.123
H 1.14421 2.00456 -0.43205 -1.69 -0.72 0.13 0.126
H 1.15775 -1.99338 0.28597 0.43 2.24 -1.02 0.106
```
Forces are in eV/Å.

The calculation puts the energy relative to the best compared isomer or geometry (same formula, charge and spin) at 66.63 kcal per mole. As for the SMILES: CO/C=C(\C=O)C=S.

No. 5
The following is a DFT calculation (the ωB97M-V functional and the def2-TZVPD basis) of a structure of composition C32H28N2O3PPd.

```
67
Properties=species:S:1:pos:R:3:forces:R:3:lowdin_charge:R:1
Pd -0.23838 -0.53294 -0.00060 -0.25 -0.03 -0.34 0.732
N 2.04511 -0.79083 2.03611 0.01 0.00 -0.11 -0.026
P 1.84132 -0.39773 0.41034 0.21 0.25 0.07 0.848
C 3.50162 -0.14918 -0.25523 -0.02 -0.11 0.03 -0.287
C 4.36540 -1.24392 -0.17649 0.05 -0.05 -0.03 -0.085
C 5.65874 -1.15146 -0.66302 -0.02 0.00 0.01 -0.060
C 6.08436 0.02157 -1.27078 0.00 0.03 -0.01 -0.059
C 5.22144 1.10207 -1.37860 0.03 -0.01 0.01 -0.057
C 3.93790 1.02612 -0.85910 -0.02 0.09 -0.03 -0.056
C 1.41453 -1.99814 -0.44925 -0.08 -0.17 0.06 -0.372
C 1.61453 -2.11466 -1.84259 -0.01 0.07 0.05 -0.091
C 1.11735 -3.19704 -2.53222 -0.02 -0.06 0.00 -0.070
C 0.37216 -4.17269 -1.86266 0.02 0.02 -0.06 -0.064
C 0.13640 -4.06743 -0.50824 0.03 0.05 0.09 -0.066
C 0.65192 -2.98144 0.20580 0.05 -0.02 -0.07 -0.103
C 0.97106 -0.74289 2.92207 -0.03 0.01 0.08 -0.359
C 1.16557 -0.87103 4.29874 -0.04 0.02 -0.05 -0.002
C 0.05514 -0.84297 5.11443 0.02 0.00 0.00 -0.048
C -1.21141 -0.69410 4.55533 0.01 0.01 0.02 -0.055
C -1.30429 -0.57220 3.18755 0.00 0.01 -0.02 -0.105
N -0.23677 -0.59100 2.38011 0.10 -0.06 0.20 0.060
H 2.97281 -0.71625 2.42608 -0.02 0.00 0.02 0.125
H 4.02316 -2.17735 0.25573 0.00 0.01 0.01 0.114
H 6.32730 -1.99758 -0.58259 0.00 -0.01 0.00 0.112
H 7.08939 0.09181 -1.66475 0.00 0.00 -0.01 0.113
H 5.54898 2.01286 -1.86106 0.00 0.01 0.00 0.113
H 3.28321 1.88345 -0.93019 0.04 -0.04 -0.01 0.105
H 2.19129 -1.35932 -2.36434 0.00 0.01 0.01 0.114
H 1.30340 -3.29320 -3.59354 0.00 0.00 -0.01 0.112
H -0.01557 -5.02095 -2.41163 0.00 0.00 -0.01 0.112
H -0.43821 -4.82454 0.00787 0.00 0.00 0.01 0.112
H 0.53509 -2.94608 1.28185 -0.03 0.03 -0.02 0.098
H 2.16074 -0.99194 4.70344 0.01 0.00 0.01 0.117
H 0.17259 -0.93800 6.18550 0.00 0.00 0.01 0.117
H -2.09886 -0.66922 5.16953 -0.01 0.00 0.00 0.109
H -2.25972 -0.45042 2.69224 0.00 -0.01 0.01 0.111
C -2.25543 -0.85231 -2.72960 0.03 -0.02 0.02 0.001
C -3.00608 -0.91298 -1.43189 0.03 -0.06 0.00 -0.349
O -2.40195 -0.95932 -0.36254 -0.01 0.12 -0.01 -0.034
C -4.48524 -0.94058 -1.43472 0.03 -0.03 0.00 -0.159
C -5.20781 -1.08736 -2.61797 -0.02 0.02 0.00 -0.022
C -6.59249 -1.11558 -2.58700 0.01 0.00 0.01 -0.061
C -7.25959 -0.98556 -1.37726 -0.01 0.00 -0.02 -0.059
C -6.54583 -0.83644 -0.19466 0.02 0.00 0.01 -0.059
C -5.16382 -0.81971 -0.22154 -0.02 -0.02 0.00 -0.010
H -1.20188 -0.64487 -2.53712 -0.07 -0.01 0.00 0.063
H -2.67018 -0.09782 -3.39588 0.01 0.02 0.00 0.096
H -2.33728 -1.82066 -3.22970 -0.01 0.01 -0.01 0.104
H -4.69794 -1.18766 -3.56643 0.01 0.00 0.00 0.111
H -7.15068 -1.23625 -3.50507 0.00 0.00 -0.01 0.111
H -8.34122 -0.99928 -1.35511 0.00 0.00 0.00 0.112
H -7.07098 -0.73384 0.74517 0.00 0.00 0.00 0.110
H -4.59305 -0.71037 0.68988 0.00 0.01 0.00 0.112
O 1.68501 1.41436 0.68110 0.04 -0.05 0.01 -0.148
C 0.69553 2.13637 0.21888 0.04 -0.07 0.09 -0.495
O -0.30009 1.64779 -0.31965 -0.09 -0.03 0.01 -0.004
C 0.85235 3.59758 0.38236 -0.02 0.05 -0.03 -0.138
C 2.01623 4.13978 0.92227 -0.01 0.01 0.01 -0.016
C 2.13613 5.51320 1.05087 -0.01 0.02 0.00 -0.062
C 1.09673 6.34103 0.64760 0.02 0.01 0.00 -0.062
C -0.06458 5.80051 0.11138 0.00 -0.01 0.00 -0.059
C -0.18828 4.42907 -0.02480 0.01 0.01 0.00 -0.008
H 2.81692 3.48685 1.24028 0.00 -0.01 0.00 0.116
H 3.03816 5.93977 1.46772 0.01 0.00 0.01 0.109
H 1.19204 7.41382 0.75139 0.00 0.00 0.00 0.111
H -0.87141 6.44970 -0.19998 0.00 0.00 0.00 0.110
H -1.08255 3.98938 -0.44377 0.00 -0.01 0.00 0.120
```
Forces are in eV/Å.

The calculation puts the energy relative to the best compared isomer or geometry (same formula, charge and spin) at 22.63 kcal per mole. As for the total charge: +1.

- Which formula does entry 2 have?
  C3H4Cl2O